C17H14Cl4N2O5S2Y | ωB97M-V/def2-TZVPD

Geometry as XYZ:
```
45
Properties=species:S:1:pos:R:3:mulliken_charge:R:1
Y 0.3058 0.0790 1.4037 0.671
Cl 0.0916 2.7009 0.2737 -0.144
C -1.3834 3.4659 0.7955 0.814
C -1.4524 4.8414 0.6728 -0.748
C -2.6000 5.5109 1.0552 -0.344
C -3.6695 4.7888 1.5604 -0.691
C -3.5828 3.4147 1.6832 0.230
Cl -4.9521 2.5753 2.3263 -0.231
C -2.4325 2.6843 1.3086 -0.171
S -2.3802 0.9575 1.4534 -0.277
H -0.6030 5.3804 0.2740 0.396
H -2.6581 6.5869 0.9645 0.342
H -4.5802 5.2909 1.8577 0.384
O 6.4284 -0.4221 -0.2727 -0.588
C 5.2535 -0.2702 -0.0522 0.268
C 4.1315 -1.1955 -0.4601 0.105
O 4.1799 -2.1227 -1.2538 -0.692
C 2.9757 -0.7495 0.2917 0.818
C 3.2225 0.4711 0.9414 1.075
O 2.3113 1.1086 1.5840 -0.931
C 4.6253 0.8636 0.7387 0.113
O 5.1820 1.8762 1.1006 -0.635
O 1.8160 -1.3358 0.3325 -0.896
C 0.3478 -0.9270 3.4867 -1.320
H 0.8212 -1.9182 3.4040 0.325
H -0.6223 -1.0831 3.9799 0.343
H 0.9609 -0.3724 4.2092 0.389
Cl -2.7901 -4.6838 1.8584 -0.192
C -2.0277 -3.1276 2.2017 -0.353
Cl -1.2357 -2.4682 0.7560 0.003
H -1.2760 -3.2716 2.9675 0.258
H -2.7891 -2.4241 2.5157 0.305
C -1.4160 -1.1543 -4.3872 -0.895
N -0.4041 -1.8618 -3.6406 0.214
C 0.2620 -3.0112 -4.0373 -0.232
C 1.1163 -3.3355 -3.0461 -0.683
N 0.9582 -2.3976 -2.0558 0.311
C 0.0416 -1.4828 -2.4138 -0.130
S -0.4801 -0.1188 -1.5670 -0.228
H -1.8597 -1.8294 -5.1162 0.329
H -0.9906 -0.2909 -4.9005 0.294
H -2.1803 -0.7989 -3.6987 0.320
H 0.0656 -3.4795 -4.9853 0.412
H 1.8192 -4.1433 -2.9570 0.448
H 1.4496 -2.3205 -1.1529 0.213
```

Results
HOMO energy ... -5.0 eV
Orbital gap ... 7.3 eV
Net charge ... -1



C33H57BrCdN2O2Si | ωB97M-V/def2-TZVPD

Geometry as XYZ:
```
97
Properties=species:S:1:pos:R:3:mulliken_charge:R:1
O -1.0035 0.8124 1.4634 -0.030
O 0.5551 3.4282 -2.7105 -0.252
C -2.2869 1.4725 1.2763 -0.458
C -3.0310 1.7200 2.5689 -1.061
H -2.8621 0.8107 0.6145 0.476
H -2.0706 2.4128 0.7582 0.200
H -3.1429 0.8122 3.1708 0.059
H -4.0376 2.0785 2.3363 0.503
H -2.5338 2.4872 3.1731 0.291
C -0.1259 1.5840 2.3159 0.212
C 0.2373 2.9571 1.7905 -1.559
H 0.7732 0.9656 2.4555 -0.189
H -0.6239 1.6907 3.2923 0.062
H 0.7844 2.9119 0.8440 0.282
H 0.8948 3.4115 2.5373 0.456
H -0.6350 3.6113 1.6682 0.366
C 1.8025 3.3234 -3.4299 -0.242
C -0.1195 4.6949 -2.8138 -0.201
C 3.0108 3.4343 -2.5134 -1.179
H 1.8570 4.0859 -4.2301 0.402
H 1.7781 2.3196 -3.8848 0.263
H 3.0482 4.4112 -2.0173 0.333
H 3.9282 3.3216 -3.0986 0.392
H 2.9923 2.6408 -1.7581 0.149
C 0.6887 5.8950 -2.3460 -1.248
H -1.0183 4.5865 -2.1908 0.273
H -0.4267 4.8313 -3.8649 0.285
H 1.0565 5.7638 -1.3224 0.249
H 0.0497 6.7817 -2.3530 0.402
H 1.5329 6.0952 -3.0148 0.331
H -0.6458 1.2164 -3.0519 0.011
N -0.2185 -2.0878 3.2535 0.614
C 0.2637 -3.3081 3.4712 0.779
C 0.8701 -4.0926 2.4934 -2.130
C 1.2850 -3.7613 1.1959 1.008
C 0.1856 -3.8867 4.8638 -1.663
H -0.7875 -3.7024 5.3423 0.286
H 0.9727 -3.4642 5.5095 0.217
H 0.3390 -4.9690 4.7864 0.476
C 2.1893 -4.7482 0.4996 -1.594
H 3.0994 -4.2716 0.1114 0.315
H 1.6761 -5.2550 -0.3309 0.228
H 2.4880 -5.5087 1.2362 0.451
N 0.9416 -2.6460 0.5565 0.908
C -0.5645 -1.2329 4.3397 -0.596
C -1.9083 -1.1135 4.7562 1.762
C -2.9984 -1.9487 4.1378 -1.579
C -2.2291 -0.2268 5.7872 -0.409
H -3.2719 -0.1555 6.0940 0.433
C -1.2407 0.5297 6.4163 -0.830
H -1.5040 1.2057 7.2286 0.421
C 0.0903 0.3814 6.0278 -0.800
H 0.8853 0.9322 6.5270 0.454
C 0.4403 -0.4806 4.9871 1.155
C 1.8835 -0.6068 4.5785 -1.851
C 1.5729 -2.2191 -0.6455 -1.088
C 1.0979 -2.6427 -1.9085 1.836
C -0.1072 -3.5288 -2.0101 -1.538
C 1.7809 -2.2559 -3.0649 -0.669
H 1.4362 -2.6416 -4.0284 0.411
C 2.8665 -1.3822 -2.9938 -0.830
H 3.3852 -1.0727 -3.9030 0.448
C 3.3060 -0.9302 -1.7467 -0.911
H 4.1600 -0.2569 -1.6692 0.393
C 2.6728 -1.3370 -0.5720 1.009
C 3.1390 -0.8298 0.7616 -0.942
Cd -0.9580 -1.6096 1.1774 1.446
H -3.6997 -1.3437 3.5381 0.231
H -3.5879 -2.4340 4.9328 0.443
H -2.6173 -2.7373 3.4768 0.224
H 2.0102 -1.0138 3.5639 -0.066
H 2.4396 -1.2674 5.2643 0.423
H 2.3799 0.3762 4.5993 0.459
H -0.4619 -3.5617 -3.0497 0.424
H -0.9483 -3.1745 -1.3914 0.101
H 0.1187 -4.5608 -1.7019 0.258
H 3.2913 -1.6424 1.4878 0.291
H 2.4229 -0.1216 1.2150 -0.054
H 4.0914 -0.2963 0.6517 0.433
H 1.1917 -5.0677 2.8304 0.303
C -0.7090 0.2979 -3.6661 0.014
Si -1.8605 0.4891 -5.1542 0.279
H 0.3053 0.0790 -4.0244 -0.056
H -1.0290 -0.5355 -3.0252 0.076
C -3.2858 1.5815 -4.5981 -0.950
C -2.5396 -1.1556 -5.7675 -1.038
C -0.9461 1.3302 -6.5710 -1.000
H -1.5884 1.4007 -7.4610 0.324
H -0.0402 0.7725 -6.8456 0.324
H -0.6465 2.3470 -6.2802 0.281
H -3.9236 1.0460 -3.8821 0.305
H -3.9044 1.8952 -5.4489 0.307
H -2.8909 2.4792 -4.1028 0.240
H -2.8858 -1.7756 -4.9293 0.318
H -1.7759 -1.7215 -6.3187 0.306
H -3.3927 -0.9921 -6.4424 0.299
Br -3.1830 -2.1370 0.1694 -0.697
```

Results
HOMO energy ... -7.7 eV
Orbital gap ... 8.3 eV
Net charge ... 0



C44H35As2N3OsS3 | ωB97M-V/def2-TZVPD

Geometry as XYZ:
```
88
Properties=species:S:1:pos:R:3:mulliken_charge:R:1
Os -1.2383 -2.0911 -0.3693 0.712
C -5.5417 0.8636 -2.3112 -0.968
S -4.5120 1.2211 -0.8747 0.300
C -3.6102 -0.2206 -0.7329 0.278
S -2.2957 -0.2083 0.5131 -0.110
N -3.9165 -1.2502 -1.4475 -1.030
N -3.0511 -2.2946 -1.2691 0.721
C -3.3903 -3.4459 -1.6947 -0.348
C -2.3868 -4.4975 -1.5476 0.584
C -2.6050 -5.7904 -1.9626 -0.874
C -1.5799 -6.7216 -1.8478 -0.336
C -0.3486 -6.3052 -1.3778 -1.155
C -0.1930 -4.9928 -0.9738 -0.107
N -1.1987 -4.1100 -1.0045 -0.130
H -6.3176 1.6272 -2.3072 0.415
H -5.9821 -0.1254 -2.2258 0.357
H -4.9430 0.9446 -3.2155 0.281
H -4.3452 -3.6061 -2.1818 0.479
H -3.5739 -6.0538 -2.3701 0.465
H -1.7379 -7.7529 -2.1385 0.459
H 0.4909 -6.9850 -1.3122 0.469
H 0.7550 -4.6311 -0.6174 0.882
S -0.1372 -0.9820 -2.0510 -0.272
C 1.5869 -1.3637 -1.8627 0.784
C 2.3822 -1.2255 -2.9945 -0.897
C 3.7383 -1.5116 -2.9243 -0.826
C 4.2977 -1.9492 -1.7320 -0.812
C 3.4985 -2.0902 -0.6048 -0.194
C 2.1445 -1.7828 -0.6600 0.157
As 0.8962 -1.9648 0.8048 0.762
C 1.6477 -3.3743 1.9069 0.439
C 2.8397 -3.1598 2.5940 -0.482
C 3.4337 -4.2005 3.2938 -0.827
C 2.8371 -5.4557 3.3212 -0.548
C 1.6201 -5.6579 2.6873 -0.830
C 1.0227 -4.6152 1.9894 -0.370
C 1.2929 -0.4921 1.9831 0.720
C 0.4496 -0.3196 3.0812 -0.492
C 0.8257 0.5251 4.1138 -0.918
C 2.0384 1.2035 4.0482 -0.643
C 2.8601 1.0580 2.9391 -1.098
C 2.4899 0.2091 1.9033 0.269
H 1.9306 -0.9052 -3.9299 0.522
H 4.3542 -1.4146 -3.8097 0.444
H 5.3517 -2.1892 -1.6778 0.461
H 3.9371 -2.4459 0.3160 0.485
H 3.2946 -2.1802 2.6039 0.482
H 4.3650 -4.0305 3.8211 0.437
H 3.3095 -6.2702 3.8597 0.411
H 1.1346 -6.6261 2.7392 0.443
H 0.0520 -4.7623 1.5412 0.550
H -0.4752 -0.8818 3.1519 0.399
H 0.1904 0.6282 4.9859 0.447
H 2.3403 1.8495 4.8634 0.443
H 3.8050 1.5891 2.8914 0.475
H 3.1629 0.0494 1.0683 0.393
C 0.7918 5.6209 3.4888 -0.547
C 1.5505 5.4536 2.3365 -0.702
C 1.1863 4.5050 1.3899 -0.312
C 0.0395 3.7515 1.6025 0.650
C -0.7193 3.8989 2.7602 -0.380
C -0.3436 4.8454 3.7020 -0.850
As -0.6102 2.5281 0.2614 0.776
C -2.0392 3.5932 -0.4585 0.640
C -3.1693 4.0527 0.1930 -0.863
C -4.0731 4.8444 -0.5004 -0.630
C -3.8362 5.1556 -1.8352 -0.814
C -2.6866 4.7093 -2.4766 -0.598
C -1.7728 3.9222 -1.7883 0.041
C -0.4649 3.4466 -2.3067 0.473
C 0.0276 3.6511 -3.5888 -0.504
C 1.2994 3.2009 -3.9256 -0.999
C 2.0934 2.5425 -2.9926 -0.604
C 1.6074 2.3148 -1.7127 0.197
C 0.3462 2.7815 -1.3799 -0.257
H 1.0849 6.3604 4.2238 0.425
H 2.4271 6.0677 2.1695 0.431
H 1.7756 4.3760 0.4911 0.389
H -1.5989 3.2869 2.9265 0.477
H -0.9314 4.9765 4.6034 0.440
H -3.3579 3.7934 1.2278 0.318
H -4.9647 5.2099 -0.0046 0.429
H -4.5476 5.7635 -2.3824 0.436
H -2.4995 5.0046 -3.5031 0.416
H -0.5673 4.1768 -4.3272 0.428
H 1.6700 3.3609 -4.9314 0.413
H 3.0832 2.1986 -3.2666 0.509
H 2.2036 1.7716 -0.9885 0.512
```

Results
HOMO energy (alpha / beta) ... -12.3 / -12.2 eV
Orbital gap (alpha / beta) ... 4.2 / 4.0 eV
Net charge ... +2



C6H10O | ωB97M-V/def2-TZVPD

Geometry as XYZ:
```
17
Properties=species:S:1:pos:R:3:mulliken_charge:R:1
C -0.3741 2.2167 -0.7041 -0.851
C 0.1642 1.1712 -0.1333 -0.170
C 0.6957 0.1176 0.4356 1.016
C 1.6922 -0.7573 -0.2822 -1.221
C 0.2862 -0.3323 1.8156 -1.230
H -1.2857 2.1410 -1.2967 0.220
H 0.0689 3.2049 -0.6091 0.253
H 1.2741 -1.7655 -0.3973 0.300
H 2.6181 -0.8454 0.2998 0.368
H 1.9393 -0.3650 -1.2717 0.334
H 1.1623 -0.4137 2.4710 0.375
H -0.1734 -1.3268 1.7510 0.301
H -0.4290 0.3559 2.2729 0.336
C -1.9117 -0.8110 -1.0892 -0.154
O -1.6305 -1.9296 -0.7407 -0.417
H -1.5850 -0.3932 -2.0620 0.264
H -2.5274 -0.1337 -0.4656 0.274
```

Results
HOMO energy ... -9.3 eV
Orbital gap ... 10.2 eV
SMILES ... C=C=C(C)C.C=O
Net charge ... 0



Short version: energy relative to the best compared isomer or geometry (same formula, charge and spin) = 26.8 0.0 0.0 194.7 kJ/mol, in the order given.
Short version: electronic energy = -3817.62674 -4582.95108 -7618.23002 -309.76822 Ha, in the order given.
Short version: maximum force = 1.1 1.2 2.5 0.5 eV/Å, in the order given.